Here is a molecular structure, C41H34BiBr2N2O4 from OMol25. Energies are from wB97M-V/def2-TZVPD.

```
84
Properties=species:S:1:pos:R:3:lowdin_charge:R:1
Bi -0.46462 1.66504 -1.33781 1.98
C -1.49310 -2.35188 3.23068 0.03
C -0.61956 -2.63236 2.02628 -0.57
C 0.02789 -4.00025 2.07802 0.03
O -1.41343 -2.49489 0.86045 -0.02
C -0.68415 -1.76885 -0.12070 -0.13
C 0.15483 -0.85070 0.78222 -0.20
O 0.40144 -1.64160 1.91981 -0.02
C 1.44916 -0.27588 0.19097 -0.39
O 1.08132 0.36672 -1.01694 -0.39
C 2.45724 -1.37667 -0.13612 -0.13
C 2.65749 -1.78584 -1.45071 -0.03
C 3.52534 -2.83235 -1.73780 -0.07
C 4.19922 -3.47876 -0.71238 -0.08
C 4.00847 -3.06674 0.60049 -0.07
C 3.14825 -2.01831 0.88895 -0.02
C 2.07292 0.77261 1.12009 -0.14
C 2.99856 1.66037 0.56289 -0.02
C 3.56662 2.66571 1.32867 -0.07
C 3.22786 2.79032 2.67332 -0.08
C 2.32808 1.90209 3.23792 -0.09
C 1.74354 0.90081 2.46560 -0.02
C -1.66741 -1.10118 -1.14572 -0.36
O -1.90352 0.25871 -0.78487 -0.43
C -1.12833 -1.18683 -2.59478 -0.17
C -0.45588 -2.30763 -3.07412 -0.02
C 0.04933 -2.33707 -4.36482 -0.05
C -0.11477 -1.25267 -5.21840 -0.07
C -0.86931 -0.17390 -4.79299 -0.07
C -1.39389 -0.15878 -3.50244 -0.14
C -3.02391 -1.83153 -1.22069 -0.13
C -4.16581 -1.09106 -1.50910 -0.03
C -5.38444 -1.72023 -1.72692 -0.07
C -5.47534 -3.10221 -1.66649 -0.08
C -4.34097 -3.84691 -1.37651 -0.06
C -3.12385 -3.21926 -1.15802 -0.02
H -2.24157 -3.13794 3.33608 0.10
H -2.00922 -1.39930 3.09277 0.08
H -0.87819 -2.31206 4.13002 0.10
H -0.74968 -4.76253 2.03122 0.10
H 0.59307 -4.11731 3.00377 0.10
H 0.71116 -4.12398 1.23580 0.09
H -0.00028 -2.43443 -0.65183 0.14
H -0.46281 0.00317 1.06740 0.11
H 2.12885 -1.27873 -2.24688 0.10
H 3.67367 -3.14073 -2.76609 0.10
H 4.87281 -4.29721 -0.93324 0.11
H 4.53634 -3.56421 1.40478 0.11
H 3.01022 -1.70532 1.91633 0.12
H 3.26883 1.54425 -0.48036 0.12
H 4.29338 3.33591 0.88688 0.11
H 3.68234 3.56636 3.27806 0.11
H 2.08860 1.97692 4.29250 0.10
H 1.05911 0.19811 2.92532 0.12
H -0.32477 -3.17918 -2.44560 0.12
H 0.58039 -3.21656 -4.70756 0.11
H 0.30891 -1.26781 -6.21418 0.11
H -1.08160 0.64401 -5.47132 0.11
H -2.13735 0.59545 -3.25555 0.09
H -4.10374 -0.01192 -1.55360 0.11
H -6.26079 -1.12647 -1.95520 0.10
H -6.42162 -3.59668 -1.84697 0.11
H -4.40139 -4.92704 -1.32439 0.11
H -2.25669 -3.82199 -0.92352 0.12
Br -0.78643 3.10605 5.42121 0.86
C -0.95114 2.94848 3.56511 -0.67
C -1.81493 2.01734 3.01968 -0.07
C -1.79988 1.85351 1.65098 -0.10
N -1.02990 2.59410 0.83364 -0.01
C -0.31052 3.61174 1.36372 -0.19
C -0.21802 3.77766 2.73332 -0.06
C 0.28817 4.59962 0.42826 -0.22
C 0.44926 5.92614 0.79966 -0.04
C 0.91022 6.81621 -0.15639 -0.66
Br 1.11843 8.62954 0.28236 0.83
C 1.19605 6.37355 -1.43569 -0.08
C 1.01374 5.02727 -1.70228 -0.11
N 0.56524 4.16082 -0.79785 0.00
H -2.46289 1.41570 3.64060 0.12
H -2.43900 1.13325 1.15460 0.12
H 0.43605 4.52950 3.15089 0.12
H 0.20234 6.27501 1.79153 0.11
H 1.54493 7.05432 -2.19847 0.11
H 1.23499 4.62933 -2.68757 0.12
```

Calculated values
HOMO = -10.8 eV
orbital gap = 7.05 eV
LUMO energy = -0.1395 hartree
charge = +1
F_max = 0.47 eV/Å